Below is a molecular structure, C4H6ClF at a distorted geometry, with properties calculated with wB97M-V/def2-TZVPD.

Calculated values
HOMO-LUMO gap	9.93	eV
HOMO level	-9.409	eV
LUMO	0.519	eV
ΔE to the lowest compared entry with this formula, charge and spin	2.811	eV
2S+1	1
electronic energy	-715.9478	Ha

The geometry in XYZ format:
```
12
C4H6ClF | OMol25 | wB97M-V/def2-TZVPD
C -0.84 1.15 0.13
C -0.98 -0.18 0.17
C -0.01 -0.97 -0.02
C 1.44 -0.56 -0.04
H 0.24 1.66 -0.22
H -1.52 1.58 -0.72
H -1.02 1.87 1.03
H 1.73 -0.79 1.00
H 2.06 -1.16 -0.80
H 1.72 0.64 -0.62
F -0.15 -2.29 0.14
Cl -2.67 -0.94 -0.04
```